Molecular formula: C11H31BrN3O2S
Method: DFT, the ωB97M-V functional and the def2-TZVPD basis

Computed properties:
E, eV: -101343.896
HOMO energy, Eh: -0.3914
Gap between HOMO and LUMO, eV: 5.022
Total charge: +1

Each line ends with the natural charge from an NBO analysis.
Cartesian coordinates (Å):
N1 -1.39 -0.02 1.23  -0.8137
C1 -1.12 0.32 2.62  -0.2154
C2 -0.36 1.63 2.81  -0.4556
C3 -0.04 1.89 4.25  -0.5226
S1 0.55 3.54 4.66  0.6035
Br1 2.02 3.99 3.18  0.1133
H1 -1.78 0.77 0.73  0.3532
H2 -0.51 -0.22 0.76  0.3750
H3 -2.07 0.36 3.16  0.1936
H4 -0.53 -0.49 3.04  0.2059
H5 -0.96 2.45 2.40  0.2023
H6 0.56 1.57 2.23  0.2548
H7 0.75 1.24 4.65  0.2641
H8 -0.92 1.82 4.90  0.2637
H9 -0.49 4.19 4.14  0.1697
C4 1.67 0.17 -1.33  -0.6209
C5 1.76 1.49 -0.58  -0.0803
C6 2.62 2.57 -1.24  -0.0692
O1 4.01 2.38 -1.11  -0.5494
C7 4.60 1.50 -2.06  -0.2513
N2 2.18 1.21 0.80  -0.8471
H10 2.56 -0.44 -1.20  0.2089
H11 0.82 -0.40 -0.95  0.2272
H12 1.50 0.32 -2.40  0.2178
H13 0.75 1.90 -0.53  0.1777
H14 2.42 3.52 -0.73  0.1711
H15 2.34 2.71 -2.30  0.1776
H16 4.12 1.59 -3.03  0.1742
H17 4.55 0.45 -1.73  0.1678
H18 5.64 1.78 -2.15  0.2005
H19 2.08 2.04 1.37  0.3271
H20 3.18 1.00 0.79  0.3759
C8 -3.57 -3.88 -1.60  -0.6135
C9 -3.32 -2.51 -0.98  -0.0810
C10 -2.43 -1.59 -1.83  -0.0665
O2 -1.05 -1.91 -1.80  -0.5650
C11 -0.64 -2.93 -2.68  -0.2478
N3 -2.81 -2.68 0.38  -0.8358
H21 -2.71 -4.54 -1.47  0.2020
H22 -4.42 -4.36 -1.12  0.2253
H23 -3.78 -3.81 -2.67  0.2041
H24 -4.28 -2.00 -0.91  0.1870
H25 -2.50 -0.59 -1.40  0.1691
H26 -2.78 -1.53 -2.86  0.1687
H27 -1.21 -2.91 -3.62  0.1740
H28 -0.73 -3.93 -2.24  0.1728
H29 0.41 -2.76 -2.91  0.1869
H30 -2.76 -1.78 0.85  0.3722
H31 -1.85 -3.00 0.32  0.3483